No. 1
Entry from the OMol25 dataset: a structure of composition C17H24CdN2Si in a non-equilibrium geometry (ωB97M-V with the def2-TZVPD basis set).

## Properties
E_HOMO (spin up / spin down) in eV: 1.77 / 1.77
Kohn-Sham gap (spin up / spin down) in eV: 3.754 / 3.756
LUMO energy (spin up / spin down) in Ha: 0.203 / 0.203
Total charge: -2

Structure (XYZ):
```
45
C17H24CdN2Si ωB97M-V with the def2-TZVPD basis set
C -3.00 -1.97 -0.58
C -2.65 -1.61 -1.92
C -2.45 -0.20 -1.96
C -2.67 0.31 -0.65
C -2.99 -0.78 0.20
Cd -0.76 -1.14 -0.45
C 0.55 -2.11 -2.29
C 0.21 -3.21 -1.60
C -0.05 -4.43 -1.17
N -0.20 -2.10 0.85
H -2.18 0.39 -2.84
H -2.56 -2.30 -2.76
H -2.57 1.35 -0.34
H -3.20 -0.73 1.27
H -3.19 -2.98 -0.22
H -0.08 -1.75 -3.12
H -0.01 -2.77 1.60
H 1.49 -1.60 -2.11
H 0.29 -5.29 -1.76
H -0.59 -4.61 -0.24
C -0.77 -0.22 3.19
Si 0.42 0.80 2.17
C -0.12 2.56 2.52
C 2.12 0.45 2.89
N 0.40 0.49 0.38
C 1.12 1.32 -0.55
C 0.88 1.16 -1.92
C 1.54 1.95 -2.86
C 2.46 2.92 -2.45
C 2.71 3.09 -1.09
C 2.05 2.30 -0.15
H -0.70 0.11 4.25
H -0.54 -1.30 3.18
H -1.81 -0.04 2.86
H -0.11 2.73 3.62
H 0.55 3.30 2.04
H -1.15 2.71 2.14
H 2.36 -0.62 2.72
H 2.91 1.06 2.43
H 2.10 0.65 3.98
H 0.16 0.44 -2.27
H 1.34 1.82 -3.92
H 2.97 3.53 -3.18
H 3.42 3.84 -0.77
H 2.29 2.49 0.88
```

=====

No. 2
Entry from the OMol25 dataset: the molecule CH5N3 in a non-equilibrium geometry (ωB97M-V with the def2-TZVPD basis set).

## Properties
Energy above the lowest of the compared OMol25 structures with the same formula, charge and spin in kJ/mol: 155.3
E_HOMO in eV: -8.53
Kohn-Sham gap in eV: 9.201
SMILES: N=C(N)N
LUMO energy in Ha: 0.025

Structure (XYZ):
```
9
CH5N3 ωB97M-V with the def2-TZVPD basis set
N 0.48 -0.42 -1.25
C 0.01 -0.08 -0.08
N -1.08 0.71 0.11
N 0.81 -0.34 1.02
H -0.18 0.07 -1.92
H -1.48 1.41 -0.67
H -1.83 0.49 1.01
H 0.49 0.06 1.87
H 1.49 -1.14 1.03
```

=====

No. 3
Entry from the OMol25 dataset: a cluster of 2 separate species, C5H10O2 in total (ωB97M-V with the def2-TZVPD basis set).

## Properties
Energy above the lowest of the compared OMol25 structures with the same formula, charge and spin in kJ/mol: 268.4
E_HOMO in eV: -9.96
Kohn-Sham gap in eV: 10.520
SMILES: CCC(C=O)C=O.[H][H]
LUMO energy in Ha: 0.021

Structure (XYZ):
```
17
C5H10O2 ωB97M-V with the def2-TZVPD basis set
C 1.35 1.75 -0.17
C 0.14 1.12 -0.86
C -0.15 -0.37 -0.52
C 0.53 -0.70 0.80
O 0.08 -0.40 1.88
C -1.65 -0.64 -0.43
O -2.48 0.20 -0.21
H 1.49 2.77 -0.54
H 1.21 1.82 0.91
H 2.28 1.20 -0.36
H -0.76 1.68 -0.58
H 0.24 1.20 -1.95
H 0.27 -1.04 -1.29
H 1.52 -1.21 0.71
H -1.95 -1.70 -0.59
H -1.02 -2.55 1.82
H -1.12 -3.13 1.37
```

=====

No. 4
Entry from the OMol25 dataset: a structure of composition C26H31ClIrN6O (ωB97M-V with the def2-TZVPD basis set).

## Properties
Energy above the lowest of the compared OMol25 structures with the same formula, charge and spin in kJ/mol: 3.6
E_HOMO (spin up / spin down) in eV: -12.86 / -12.83
Kohn-Sham gap (spin up / spin down) in eV: 7.539 / 6.657
LUMO energy (spin up / spin down) in Ha: -0.195 / -0.227
Total charge: +2
Multiplicity: 2

Structure (XYZ):
```
66
C26H31ClIrN6O ωB97M-V with the def2-TZVPD basis set
Ir -0.34 -0.23 -0.24
O -1.62 0.19 1.26
C -2.86 0.70 1.13
C -3.71 0.52 2.23
C -4.99 1.02 2.23
C -5.48 1.72 1.13
C -4.65 1.91 0.04
C -3.33 1.42 0.02
C -2.47 1.74 -1.11
N -1.28 1.23 -1.38
C -0.79 1.84 -2.52
C -1.71 2.73 -2.95
N -2.76 2.66 -2.06
H -3.33 -0.03 3.08
H -5.63 0.86 3.09
H -6.49 2.10 1.11
H -5.05 2.43 -0.82
H 0.16 1.57 -2.94
H -1.73 3.39 -3.80
H -3.61 3.20 -2.11
N -0.22 -5.85 -0.50
C 0.09 -4.37 -0.72
C 1.52 -4.10 -0.32
C 1.79 -4.19 1.19
N 2.88 -3.27 1.50
C 0.55 -3.78 2.02
C -0.34 -2.80 1.26
N 0.40 -1.61 0.86
C -0.94 -3.51 0.04
H 0.44 -6.44 -1.02
H -1.16 -6.09 -0.80
H -0.13 -6.10 0.49
H -0.03 -4.23 -1.80
H 1.73 -3.08 -0.67
H 2.21 -4.75 -0.88
H 2.04 -5.23 1.45
H 3.69 -3.45 0.91
H 3.20 -3.40 2.46
H 0.89 -3.35 2.96
H -0.05 -4.66 2.29
H -1.17 -2.47 1.90
H 1.36 -1.60 1.20
H -0.65 1.94 1.90
H -1.37 -2.79 -0.66
H -1.78 -4.13 0.38
C -1.95 4.84 1.18
C -1.08 5.19 0.15
C -0.04 4.35 -0.20
C 0.14 3.15 0.48
N -0.73 2.86 1.46
C -1.76 3.65 1.82
C 1.31 2.28 0.28
C 2.54 2.96 0.39
C 3.74 2.29 0.33
C 3.73 0.92 0.17
C 2.53 0.24 0.03
C 1.30 0.89 0.07
H -2.77 5.48 1.48
H -1.22 6.13 -0.38
H 0.65 4.60 -0.99
H -2.40 3.28 2.61
H 2.52 4.03 0.55
H 4.67 2.84 0.43
H 4.66 0.37 0.12
H 2.58 -0.82 -0.15
Cl 0.64 -1.07 -2.19
```

=====

No. 5
Entry from the OMol25 dataset: a cluster of 2 separate species, C4H10N2O in total in a non-equilibrium geometry (ωB97M-V with the def2-TZVPD basis set).

## Properties
Energy above the lowest of the compared OMol25 structures with the same formula, charge and spin in kJ/mol: 504.1
E_HOMO in eV: -8.87
Kohn-Sham gap in eV: 9.806
SMILES: [H]/N=C/N.C=COC
LUMO energy in Ha: 0.034

Structure (XYZ):
```
17
C4H10N2O ωB97M-V with the def2-TZVPD basis set
H 2.35 1.00 -1.06
N 1.69 0.34 -1.44
C 0.58 0.78 -1.83
N -0.51 0.21 -2.35
H 0.01 1.78 -1.34
H -1.06 1.04 -1.66
H -0.40 -0.78 -2.57
C -0.45 1.43 1.79
C -0.12 0.16 1.59
O -0.75 -0.63 0.68
C -0.29 -1.97 0.60
H -1.21 1.90 1.20
H 0.06 2.00 2.55
H 0.67 -0.33 2.16
H 0.74 -1.98 0.23
H -0.36 -2.47 1.57
H -0.95 -2.48 -0.10
```

=====

No. 6
Entry from the OMol25 dataset: a structure of composition C11H15Br9N4 in a non-equilibrium geometry (ωB97M-V with the def2-TZVPD basis set).

## Properties
E_HOMO in eV: -10.03
Kohn-Sham gap in eV: 9.839
LUMO energy in Ha: -0.007

Structure (XYZ):
```
39
C11H15Br9N4 ωB97M-V with the def2-TZVPD basis set
C 2.18 -12.49 9.06
C 2.20 -12.62 7.58
N 2.24 -12.72 6.47
H 2.51 -13.38 9.55
H 1.12 -12.35 9.32
H 2.69 -11.57 9.35
C -6.00 -16.08 14.46
C -4.59 -16.26 14.54
N -3.44 -16.47 14.59
H -6.46 -16.72 15.23
H -6.36 -16.46 13.49
H -6.33 -15.04 14.62
C 3.13 -17.65 10.73
C 2.83 -16.22 10.94
N 2.52 -15.16 11.27
H 4.18 -17.89 10.92
H 2.99 -17.76 9.64
H 2.54 -18.29 11.31
C -2.64 -19.03 12.30
C -1.36 -19.36 11.66
N -0.33 -19.65 11.22
H -2.60 -18.30 13.06
H -3.06 -19.94 12.77
H -3.35 -18.75 11.48
C -4.89 -10.82 11.37
Br -4.78 -10.60 13.36
Br -3.61 -9.56 10.68
Br -6.60 -10.31 10.85
H -4.58 -11.85 11.23
C -2.83 -14.78 11.36
Br -2.11 -13.03 10.91
Br -1.80 -16.13 10.46
Br -4.58 -14.88 10.60
H -2.71 -14.96 12.41
C 1.19 -15.37 15.29
Br 2.38 -16.83 14.82
Br 0.10 -15.00 13.74
Br 2.19 -13.77 15.71
H 0.65 -15.61 16.21
```